{
  "formula": "C6H8FeO6",
  "method": "ωB97M-V/def2-TZVPD",
  "charge": 4,
  "spin_multiplicity": 7,
  "energy_ev": -52964.5998,
  "lumo_energy_ev": [-17.904, -21.141],
  "orbital_gap_ha": [0.216, 0.063],
  "symbols": ["O", "C", "O", "O", "C", "C", "C", "C", "O", "C", "O", "Fe", "H", "H", "H", "H", "H", "H", "H", "O", "H"],
  "coordinates": [[3.5289, -0.1869, 1.4244], [3.4632, -0.8108, 0.3320], [4.3848, -0.7299, -0.5170], [2.3795, -1.5163, 0.0097], [1.3350, -1.5527, 0.9355], [0.0871, -1.9488, 0.3459], [-1.0580, -2.3304, 1.1483], [-2.4341, -2.2284, 0.5410], [-2.8183, -0.7538, 0.5835], [-3.8879, -0.2823, 0.2766], [-4.9843, 0.0288, 0.3839], [5.2232, 0.3714, 0.8228], [1.0710, -0.5326, 1.3253], [1.5725, -2.1212, 1.8533], [0.0132, -1.9674, -0.7506], [-1.0071, -1.9852, 2.1906], [-0.8524, -3.4336, 1.2203], [-3.1817, -2.7387, 1.1527], [-2.4952, -2.5075, -0.5149], [-3.1914, 0.6621, -2.1604], [-4.0064, 1.0018, -2.5776]],
  "forces_ev_per_angstrom": [[1.292, 1.135, 1.279], [-5.607, -3.399, -1.920], [1.993, 0.907, 0.211], [2.723, 1.144, -0.236], [-0.924, 0.288, 1.577], [-0.782, -0.424, -0.374], [0.335, 0.469, 0.127], [-0.790, 0.050, -0.532], [2.106, -0.118, -0.276], [-4.238, 0.335, 1.243], [2.310, -0.085, -1.134], [1.406, 0.594, -0.191], [0.061, -0.165, -0.102], [0.042, -0.058, -0.173], [0.012, -0.035, 0.055], [0.014, -0.131, -0.046], [0.074, -0.188, 0.033], [0.092, -0.037, -0.106], [0.004, -0.107, 0.192], [-0.026, -0.340, 0.628], [-0.098, 0.165, -0.255]],
  "lowdin_charge": [0.13, -0.58, 0.22, 0.18, -0.08, 0.25, -0.06, 0.05, 0.17, -0.16, 0.45, 1.86, 0.22, 0.22, 0.20, 0.19, 0.24, 0.18, 0.17, 0.07, 0.07]
}

{
  "formula": "C6H8GdLiO6",
  "method": "ωB97M-V/def2-TZVPD",
  "charge": 1,
  "spin_multiplicity": 9,
  "energy_ev": -39668.4410,
  "lumo_energy_ev": [-4.770, -5.762],
  "orbital_gap_ha": [0.201, 0.162],
  "symbols": ["O", "O", "C", "C", "O", "C", "H", "H", "H", "H", "O", "O", "C", "C", "O", "C", "H", "H", "H", "H", "Li", "Gd"],
  "coordinates": [[0.9350, 1.0411, -1.3211], [0.4135, 2.5189, 0.2894], [-0.7809, 2.9186, 0.9776], [-1.8808, 2.4721, 0.0212], [-1.2107, 1.4685, -0.7754], [0.1307, 1.5489, -0.5633], [-0.8198, 2.3837, 1.9342], [-0.7492, 3.9993, 1.1354], [-2.2181, 3.2654, -0.6543], [-2.7356, 2.0148, 0.5290], [-1.0415, -1.1442, 0.5668], [2.4395, -1.9753, -1.3746], [1.3799, -2.7292, -0.9341], [1.1584, -2.6048, 0.5749], [1.1168, -1.2057, 0.9686], [-0.0271, -0.4899, 0.9323], [0.4243, -2.4496, -1.4402], [1.4971, -3.8209, -1.1276], [2.0184, -3.0121, 1.1214], [0.2398, -3.1094, 0.8993], [2.2530, -0.3024, -0.7212], [-2.5426, -0.7877, -1.0383]],
  "forces_ev_per_angstrom": [[-0.967, -0.091, 0.956], [-0.254, -0.160, 0.032], [0.062, -0.048, 0.468], [-0.198, 0.367, 0.024], [-1.127, -0.621, -0.218], [1.935, 0.567, -0.956], [0.029, 0.143, -0.229], [0.014, -0.266, -0.068], [0.056, -0.174, 0.144], [0.115, 0.096, -0.005], [-2.807, -0.808, -1.609], [-0.890, 0.126, 0.506], [1.084, 0.116, -0.099], [-0.038, -0.851, 0.109], [-1.029, 1.048, -0.002], [2.309, 0.533, 0.313], [-0.457, 0.081, -0.163], [-0.072, 0.272, 0.013], [-0.243, 0.166, -0.204], [0.206, 0.121, 0.035], [0.302, -0.437, -0.272], [1.970, -0.180, 1.223]],
  "lowdin_charge": [0.08, 0.10, -0.07, -0.09, -0.18, -0.62, 0.14, 0.15, 0.15, 0.12, -0.39, -0.37, -0.44, -0.16, -0.11, -0.25, 0.07, 0.12, 0.14, 0.12, 0.70, 1.80]
}

{
  "formula": "C6H8I2N2O",
  "method": "ωB97M-V/def2-TZVPD",
  "spin_multiplicity": 1,
  "energy_ev": -27575.3084,
  "lumo_energy_ev": [-3.091, -3.111],
  "orbital_gap_ha": [0.105, 0.103],
  "symbols": ["C", "C", "C", "C", "C", "C", "N", "N", "O", "I", "I", "H", "H", "H", "H", "H", "H", "H", "H"],
  "coordinates": [[-0.5830, -2.9375, 0.3180], [-1.0740, -1.1019, 1.5724], [-1.3787, -2.4534, 1.3898], [2.1507, 2.5615, -0.9101], [1.1769, 1.6507, -1.5729], [0.3687, 0.3267, 0.2271], [0.1163, -1.9471, -0.1482], [-0.1760, -0.8488, 0.5611], [1.1495, 0.4459, -0.8134], [-2.6713, -3.7521, 2.4624], [-5.6161, -0.6589, 0.9105], [-0.4809, -3.8221, -0.1030], [-1.4455, -0.4562, 2.2136], [3.0911, 2.1221, -1.1380], [1.9279, 3.4418, -1.4446], [1.8024, 2.4909, 0.0767], [1.5366, 1.4969, -2.6628], [0.0872, 2.0858, -1.6635], [0.0181, 1.3558, 0.7251]],
  "forces_ev_per_angstrom": [[0.054, 5.497, 1.725], [0.002, -5.902, -2.456], [-1.025, 0.578, 2.039], [-1.362, -1.210, -1.429], [-1.750, 1.464, -2.447], [-0.894, 2.184, -0.974], [1.399, -1.102, -2.016], [1.121, 2.206, 0.024], [-1.176, -2.556, 1.058], [0.646, 1.096, -0.601], [0.465, -0.042, 0.049], [0.181, -4.099, -1.690], [-1.618, 3.192, 2.777], [1.140, 0.231, 0.460], [0.557, 1.779, 0.106], [0.549, 1.007, 1.782], [-0.854, -0.728, 1.907], [2.029, -0.885, 0.368], [0.536, -2.710, -0.682]],
  "lowdin_charge": [-0.11, -0.02, -0.64, -0.05, -0.23, 0.02, 0.12, -0.08, 0.01, 0.86, -0.85, 0.08, 0.08, 0.09, 0.09, 0.06, 0.16, 0.17, 0.23]
}

{
  "formula": "C6H8KN2O4S",
  "method": "ωB97M-V/def2-TZVPD",
  "charge": -1,
  "spin_multiplicity": 1,
  "energy_ev": -44683.4343,
  "lumo_energy_ev": 1.626,
  "orbital_gap_ha": 0.149,
  "symbols": ["K", "S", "O", "O", "O", "O", "C", "C", "N", "H", "H", "H", "N", "C", "C", "C", "C", "H", "H", "H", "H", "H"],
  "coordinates": [[0.6575, -0.1672, -0.1182], [3.6746, 0.5608, 1.3744], [4.4425, 0.2715, 2.6009], [2.2627, 0.8465, 1.7110], [4.2552, 1.7252, 0.6620], [3.7443, -0.6356, 0.4746], [-0.6533, 4.2121, -2.6136], [-0.7850, 3.0471, -1.7668], [-0.8689, 2.1155, -1.1150], [-0.1617, 3.9536, -3.5478], [-0.0686, 4.9646, -2.0816], [-1.6265, 4.6601, -2.8134], [-1.1159, -3.0276, -0.2552], [-1.8142, -1.8570, -0.1567], [-2.0763, -1.6186, 1.1757], [-1.5054, -2.6607, 1.9165], [-0.9092, -3.5189, 1.0163], [-0.8117, -3.5682, -1.0406], [-2.0908, -1.3067, -1.0429], [-2.6336, -0.7551, 1.4999], [-1.5724, -2.8147, 2.9791], [-0.3434, -4.4264, 1.1413]],
  "forces_ev_per_angstrom": [[1.254, 0.318, 0.757], [2.396, -0.038, -0.112], [-0.286, 0.052, 0.108], [-1.919, -0.005, -0.088], [-0.325, 0.094, -0.088], [-1.012, -0.285, -0.467], [0.005, 0.620, 0.134], [0.037, 0.284, -0.365], [-0.140, -0.735, 0.385], [0.022, -0.005, 0.010], [0.125, -0.095, -0.113], [-0.029, -0.177, -0.067], [0.371, -0.429, 1.328], [-0.390, -0.024, -0.413], [-0.223, 0.587, -1.044], [0.302, -0.878, 0.011], [-0.246, 0.216, -0.082], [-0.089, 0.416, -0.465], [-0.071, 0.028, 0.086], [0.066, -0.055, 0.267], [0.195, 0.100, 0.048], [-0.042, 0.013, 0.172]],
  "lowdin_charge": [0.79, 0.13, -0.46, -0.58, -0.48, -0.52, -0.06, -0.25, 0.12, 0.09, 0.09, 0.08, 0.00, -0.22, -0.12, -0.09, -0.11, 0.15, 0.11, 0.10, 0.10, 0.11]
}

{
  "formula": "C6H8Li2O6",
  "method": "ωB97M-V/def2-TZVPD",
  "spin_multiplicity": 1,
  "energy_ev": -19046.7796,
  "lumo_energy_ev": -0.911,
  "orbital_gap_ha": 0.194,
  "symbols": ["O", "O", "C", "C", "O", "C", "H", "H", "H", "H", "O", "C", "C", "O", "C", "H", "H", "H", "H", "O", "Li", "Li"],
  "coordinates": [[-0.0494, -1.0458, -0.1945], [-2.1410, 1.0146, -1.2700], [-1.0366, -1.7036, 0.5410], [-2.4292, -1.2446, 0.1496], [-2.7603, 0.0582, 0.6392], [-2.7419, 1.1705, -0.1866], [-0.7205, -1.5879, 1.5923], [-1.0045, -2.7932, 0.3442], [-3.1628, -1.9315, 0.5940], [-2.5295, -1.2841, -0.9468], [1.0186, 1.2319, -0.7629], [0.7797, 2.5547, -0.2593], [0.8185, 2.3528, 1.2551], [1.4855, 1.0935, 1.4171], [1.5820, 0.4784, 0.2369], [1.5716, 3.2044, -0.6492], [-0.1825, 2.9105, -0.6401], [-0.1907, 2.2531, 1.6747], [1.3896, 3.1204, 1.7847], [2.4966, -0.3068, -0.0207], [1.4974, -2.2155, 0.2148], [-0.5286, 0.1477, -1.5297]],
  "forces_ev_per_angstrom": [[1.166, -0.757, -0.404], [0.391, -0.433, -0.379], [0.515, 0.011, -0.187], [-0.269, -0.112, 0.663], [-0.073, -0.715, 0.155], [0.186, 1.027, 0.044], [-1.075, 0.078, 0.244], [-0.111, -0.160, -0.057], [0.042, 0.130, -0.119], [0.109, -0.048, 0.284], [0.003, -0.370, 0.301], [-0.203, 0.398, -0.207], [-0.840, 0.188, 0.146], [-0.198, -0.563, -0.309], [2.606, 0.946, -1.029], [-0.018, -0.138, 0.226], [0.071, -0.205, 0.248], [0.230, 0.130, -0.113], [-0.100, -0.236, -0.103], [-1.689, -0.638, 0.676], [-0.400, 1.406, -0.453], [-0.343, 0.063, 0.375]],
  "lowdin_charge": [-0.45, -0.25, -0.36, -0.22, -0.16, -0.33, 0.12, 0.10, 0.12, 0.11, -0.05, -0.09, -0.07, 0.08, -0.59, 0.14, 0.13, 0.14, 0.14, 0.02, 0.82, 0.68]
}

{
  "formula": "C6H8LiMgO6",
  "method": "ωB97M-V/def2-TZVPD",
  "charge": -1,
  "spin_multiplicity": 1,
  "energy_ev": -24283.8189,
  "lumo_energy_ev": 2.173,
  "orbital_gap_ha": 0.148,
  "symbols": ["Li", "O", "O", "C", "C", "O", "C", "H", "H", "H", "H", "Mg", "O", "O", "C", "C", "O", "C", "H", "H", "H", "H"],
  "coordinates": [[-1.1528, -0.1023, 2.2946], [0.2323, -0.4586, 0.9288], [-1.9575, -0.4896, 0.4577], [-2.8527, 0.3669, -0.2298], [-1.9508, 1.4048, -0.9167], [-0.6336, 1.0206, -0.5798], [-0.6487, -0.3760, -0.1745], [-3.4402, -0.2089, -0.9589], [-3.5146, 0.8371, 0.5088], [-2.1302, 2.4156, -0.5252], [-2.0718, 1.3943, -2.0086], [0.5848, 1.8225, 1.2120], [2.1884, 1.7396, -0.0057], [-0.2958, -1.2119, -1.0788], [1.2829, -1.6468, 0.3885], [2.5866, -0.8879, 0.1894], [2.7321, -0.1533, -1.0261], [2.6148, 1.2179, -1.0659], [1.6319, -2.3337, 1.1856], [0.6344, -2.4986, 0.1465], [3.4065, -1.6201, 0.2051], [2.7540, -0.2317, 1.0528]],
  "forces_ev_per_angstrom": [[0.140, 0.068, -0.360], [2.072, -2.521, 0.345], [-0.571, 0.146, 0.439], [-0.264, -0.101, 0.007], [0.088, 0.199, -0.197], [-0.183, 0.536, 0.503], [1.440, -2.106, -2.874], [0.101, 0.130, 0.186], [0.048, -0.151, -0.193], [0.062, -0.186, -0.138], [0.007, 0.022, 0.239], [0.263, -0.055, -0.275], [-0.331, -0.066, 0.706], [-2.907, 1.832, -0.086], [-0.083, 0.414, 4.190], [-0.054, -0.350, -1.620], [0.220, -0.604, 0.333], [0.024, 0.642, -0.521], [0.064, 1.328, 2.069], [0.436, 1.056, -2.502], [-0.160, -0.031, -0.130], [-0.412, -0.202, -0.122]],
  "lowdin_charge": [0.36, -0.29, -0.14, -0.17, -0.17, -0.16, -0.85, 0.12, 0.11, 0.11, 0.13, 0.53, -0.32, -0.05, -0.03, -0.21, -0.15, -0.30, 0.09, 0.13, 0.12, 0.11]
}

{
  "formula": "C6H8LiO3",
  "method": "ωB97M-V/def2-TZVPD",
  "charge": 1,
  "spin_multiplicity": 1,
  "energy_ev": -12691.0456,
  "lumo_energy_ev": -4.398,
  "orbital_gap_ha": 0.338,
  "symbols": ["O", "C", "C", "Li", "H", "H", "H", "C", "C", "C", "H", "H", "H", "H", "H", "O", "C", "O"],
  "coordinates": [[0.1617, -0.3674, 0.5148], [-0.8349, 0.3900, 1.2038], [-1.7663, -0.4628, 1.9986], [1.7303, -0.7527, 1.4069], [-2.2896, 0.0091, 2.8308], [-0.6426, 1.4399, 1.4165], [-1.3823, -1.4704, 2.1810], [-2.1383, -0.0618, 0.5871], [-1.7173, -0.9245, -0.6005], [-0.4871, -0.2782, -1.1304], [-2.9094, 0.6912, 0.4279], [-2.4801, -1.3789, -1.2313], [-0.9737, -1.7876, 0.0592], [0.2465, -0.9433, -1.5979], [-0.5375, 0.7454, -1.5162], [-2.2606, 0.1658, -3.9650], [-1.7492, 0.7369, -4.8343], [-1.3267, 1.2499, -5.7836]],
  "forces_ev_per_angstrom": [[0.916, 2.536, -1.834], [-0.462, -0.211, -0.346], [0.068, -0.131, 0.221], [-0.272, 0.102, -0.232], [0.061, -0.210, -0.282], [0.215, -0.276, -0.021], [-0.482, 0.190, -0.084], [-0.152, 0.615, -0.233], [2.060, -3.084, 2.942], [1.202, -1.072, 1.886], [0.045, -0.288, 0.224], [0.231, 0.326, -0.081], [-3.422, 1.187, -2.445], [-0.407, 0.407, -0.322], [0.363, -0.098, 0.580], [0.265, 0.022, 0.733], [-0.449, -0.068, -1.338], [0.220, 0.052, 0.631]],
  "lowdin_charge": [-0.32, -0.34, -0.03, 0.87, 0.12, 0.15, 0.12, -0.21, -0.13, 0.04, 0.15, 0.13, 0.20, 0.12, 0.13, 0.19, -0.40, 0.23]
}

Repeat the fifth record exactly.
{
  "formula": "C6H8Li2O6",
  "method": "ωB97M-V/def2-TZVPD",
  "spin_multiplicity": 1,
  "energy_ev": -19046.7796,
  "lumo_energy_ev": -0.911,
  "orbital_gap_ha": 0.194,
  "symbols": ["O", "O", "C", "C", "O", "C", "H", "H", "H", "H", "O", "C", "C", "O", "C", "H", "H", "H", "H", "O", "Li", "Li"],
  "coordinates": [[-0.0494, -1.0458, -0.1945], [-2.1410, 1.0146, -1.2700], [-1.0366, -1.7036, 0.5410], [-2.4292, -1.2446, 0.1496], [-2.7603, 0.0582, 0.6392], [-2.7419, 1.1705, -0.1866], [-0.7205, -1.5879, 1.5923], [-1.0045, -2.7932, 0.3442], [-3.1628, -1.9315, 0.5940], [-2.5295, -1.2841, -0.9468], [1.0186, 1.2319, -0.7629], [0.7797, 2.5547, -0.2593], [0.8185, 2.3528, 1.2551], [1.4855, 1.0935, 1.4171], [1.5820, 0.4784, 0.2369], [1.5716, 3.2044, -0.6492], [-0.1825, 2.9105, -0.6401], [-0.1907, 2.2531, 1.6747], [1.3896, 3.1204, 1.7847], [2.4966, -0.3068, -0.0207], [1.4974, -2.2155, 0.2148], [-0.5286, 0.1477, -1.5297]],
  "forces_ev_per_angstrom": [[1.166, -0.757, -0.404], [0.391, -0.433, -0.379], [0.515, 0.011, -0.187], [-0.269, -0.112, 0.663], [-0.073, -0.715, 0.155], [0.186, 1.027, 0.044], [-1.075, 0.078, 0.244], [-0.111, -0.160, -0.057], [0.042, 0.130, -0.119], [0.109, -0.048, 0.284], [0.003, -0.370, 0.301], [-0.203, 0.398, -0.207], [-0.840, 0.188, 0.146], [-0.198, -0.563, -0.309], [2.606, 0.946, -1.029], [-0.018, -0.138, 0.226], [0.071, -0.205, 0.248], [0.230, 0.130, -0.113], [-0.100, -0.236, -0.103], [-1.689, -0.638, 0.676], [-0.400, 1.406, -0.453], [-0.343, 0.063, 0.375]],
  "lowdin_charge": [-0.45, -0.25, -0.36, -0.22, -0.16, -0.33, 0.12, 0.10, 0.12, 0.11, -0.05, -0.09, -0.07, 0.08, -0.59, 0.14, 0.13, 0.14, 0.14, 0.02, 0.82, 0.68]
}

What is the formula in the fifth record?
C6H8Li2O6